14
Properties=species:S:1:pos:R:3:forces:R:3:nbo_charge:R:1 method="wB97M-V/def2-TZVPD" smiles="CC=O.CC=O" orbital_gap_ev=10.194 lumo_energy_ev=0.897 charge=0 mol_weight_g_mol=88.106 e_above_lowest_kj_mol=171.1 spin_multiplicity=1 total_energy_ha=-307.647245
O 1.1714 -0.3751 2.3500 0.6 -0.2 0.0 -0.54
C 0.6744 0.5609 1.7956 0.4 0.4 -0.8 0.46
C 1.3218 1.4573 0.6956 -1.6 -0.6 0.8 -0.73
H -0.3533 0.8414 2.0587 -0.1 0.4 0.1 0.11
H 0.5251 1.5946 -0.0510 0.2 0.1 0.1 0.22
H 1.4477 2.4265 1.2009 0.4 -0.2 -0.4 0.23
H 2.1825 1.0354 0.1883 0.3 0.1 0.4 0.23
O -1.3338 -0.6304 0.5575 -0.1 -0.3 0.1 -0.53
C -1.6125 -0.9705 -0.5580 0.3 0.8 -1.1 0.45
C -0.5682 -1.1534 -1.6598 0.9 -0.8 1.0 -0.73
H -2.6763 -1.0665 -0.8462 0.0 -0.3 -0.1 0.11
H 0.4093 -0.7401 -1.3410 -0.6 -0.1 0.1 0.23
H -0.3923 -2.2476 -1.7623 -0.2 0.6 -0.2 0.24
H -0.7960 -0.7324 -2.6283 -0.5 0.0 -0.2 0.23


14
Properties=species:S:1:pos:R:3:forces:R:3:nbo_charge:R:1 method="wB97M-V/def2-TZVPD" smiles="O=C=CCO.C" orbital_gap_ev=9.929 lumo_energy_ev=0.610 charge=0 mol_weight_g_mol=88.106 e_above_lowest_kj_mol=186.2 spin_multiplicity=1 total_energy_ha=-307.641522
C 2.5416 -0.8881 -0.9155 0.0 0.0 0.0 -0.86
C 0.1796 0.8008 0.5072 0.4 0.3 0.4 0.73
O 0.9883 1.3336 1.1596 -0.7 -0.5 -0.5 -0.46
C -0.7372 0.1930 -0.2161 0.1 0.1 0.0 -0.60
C -2.1859 0.1256 0.1971 0.2 -0.3 0.3 -0.06
O -3.0284 0.8822 -0.6477 0.0 0.3 0.0 -0.71
H 3.0113 -0.3766 -0.0725 0.0 -0.1 -0.1 0.22
H 3.2439 -1.5977 -1.3580 -0.1 0.1 0.1 0.22
H 2.2491 -0.1517 -1.6690 0.1 -0.1 0.1 0.21
H -0.4183 -0.2184 -1.1680 0.0 0.1 0.1 0.27
H 1.6574 -1.4258 -0.5645 0.2 0.0 -0.1 0.21
H -2.2885 0.4269 1.2506 0.0 0.0 -0.2 0.17
H -2.5428 -0.9053 0.1188 0.0 0.1 0.0 0.19
H -2.6601 1.7739 -0.6918 -0.1 -0.1 -0.1 0.47